(1)
The following is a DFT calculation (the ωB97M-V functional and the def2-TZVPD basis) of a molecular structure, C35H50BrN6O2PPbS2.

Last column: Mulliken charge in e.
Element x y z (Å)
H 2.728 -4.185 -0.749  0.40
H 2.926 7.221 0.760  0.38
H -4.644 2.434 1.345  0.31
H -6.752 0.614 3.882  0.35
C -0.133 6.092 -0.177  0.85
N 2.128 1.356 -1.672  0.21
C -3.440 -3.945 0.694  -0.69
H -3.226 0.670 5.579  0.31
O 1.555 -0.852 -1.052  -0.81
H -0.217 -6.180 1.369  0.40
N -1.312 -0.127 1.357  -0.88
H -2.256 -3.764 3.808  0.42
C 5.464 -1.291 -4.135  -0.52
C 1.187 8.454 0.564  -0.44
C -5.207 1.588 0.952  -0.66
H -3.395 0.586 0.316  -0.16
N -2.148 -0.375 4.139  0.46
H -0.717 9.404 0.330  0.37
H -4.489 -4.768 3.878  0.45
C -0.816 7.315 -0.107  -0.57
Br -1.856 2.376 -1.110  -0.13
C 4.870 0.043 -2.233  0.80
C 2.563 -0.003 -1.241  -0.13
C -4.247 -4.100 3.052  -0.86
H 6.826 0.010 -3.100  0.27
H -0.360 1.399 3.387  -0.04
H 2.218 -1.752 -3.274  0.42
C -2.535 0.886 4.752  -0.62
N 1.034 1.885 -1.213  -0.43
H -0.985 -3.712 1.166  -2.35
H 3.900 -2.475 -4.978  0.40
C 3.229 -1.371 -3.266  -0.21
H -5.532 -1.151 2.680  0.20
C -6.406 1.303 1.853  -0.84
C -5.916 0.885 3.236  -0.83
C 5.818 -0.382 -3.152  -0.80
C -3.798 -4.901 1.832  -0.59
C -1.340 1.701 5.267  -0.86
H 0.990 -0.507 4.102  0.05
C -0.167 8.475 0.263  -0.49
H -5.388 1.719 3.700  0.29
N -2.674 -2.337 2.391  1.21
H -1.961 5.037 -0.444  0.26
C 1.874 7.251 0.511  -0.60
Pb 0.896 -0.384 1.145  0.99
H -3.067 1.468 3.995  0.23
C 3.568 -0.459 -2.283  -0.16
C 0.052 -4.045 1.333  2.72
H 0.694 -0.146 5.795  0.44
H -2.329 -2.042 0.434  0.43
S 0.810 -2.745 2.381  -0.48
C -0.887 4.906 -0.521  -0.94
H 1.698 9.361 0.860  0.37
H 2.605 -4.406 1.017  0.35
C 0.248 -0.119 4.801  -0.54
H -5.137 -3.514 2.811  0.21
P -2.286 -0.476 2.456  0.15
H -2.919 -5.494 2.094  0.13
H 6.207 -1.613 -4.850  0.39
H 1.752 5.144 0.179  0.52
H -4.593 -0.601 4.087  0.33
H 1.594 3.850 -1.587  0.58
C 2.148 -4.631 0.054  -1.56
H -0.582 -5.385 2.914  0.43
H -1.561 2.766 5.181  0.44
H -1.314 -1.285 5.786  0.55
C 0.825 3.155 -1.230  -0.28
N -3.859 0.035 2.246  0.93
H -4.588 -5.579 1.506  0.46
H -7.039 2.187 1.930  0.43
C -4.286 0.375 0.906  -0.53
H -1.868 7.347 -0.354  0.35
H 0.725 1.984 4.654  0.45
S -0.037 -3.777 -1.351  -0.21
H -1.150 1.478 6.319  0.34
H -2.858 -4.439 -0.087  0.35
H 6.123 1.150 -1.279  0.32
H 2.146 -5.715 -0.092  0.31
C -2.715 -2.743 1.173  -0.66
H 1.092 -5.589 2.411  0.42
O 5.176 0.964 -1.263  -0.53
H -4.825 -0.472 0.455  0.28
C -4.969 -0.307 3.108  -0.47
C 0.750 -4.125 0.026  0.63
H 3.164 0.188 -0.300  0.28
H 2.888 1.972 -1.971  0.28
C -3.116 -3.172 3.479  -0.70
H -4.349 -3.568 0.206  0.40
H -0.774 -1.920 4.212  -0.29
C 0.086 -5.390 2.055  -1.76
H -7.009 0.503 1.419  0.31
C 1.222 6.083 0.162  -0.38
H -3.405 -2.519 4.304  0.36
H -5.522 1.836 -0.060  0.35
C -1.009 -1.011 4.768  -0.21
C -0.465 3.677 -0.891  0.17
C 4.171 -1.780 -4.197  -0.85
C -0.115 1.320 4.450  -0.43

Summary:
frontier orbital gap = 6.957 eV
E_LUMO = -0.0004 Ha
energy above the lowest of the compared OMol25 structures with the same formula, charge and spin = 32.19 kcal/mol
spin multiplicity = 1

---

(2)
The following is a DFT calculation (the ωB97M-V functional and the def2-TZVPD basis) of 11 unconnected molecules or ions with the total composition C24H71NO21.

Last column: Mulliken charge in e.
Element x y z (Å)
C -1.695 0.996 4.584  -0.41
C -4.115 1.530 -3.368  -0.63
H -7.188 3.014 1.241  0.36
H -1.671 -5.350 1.477  0.30
H -1.654 0.777 5.655  0.50
H 1.957 3.044 4.966  0.35
C -3.155 1.012 4.130  0.45
C -4.814 2.868 0.440  0.75
O 3.882 0.697 2.999  -0.54
H -3.715 -3.854 0.502  0.37
H 6.645 1.607 -1.201  0.29
H -3.975 2.821 -0.267  -0.14
C 0.898 -0.582 -1.613  0.53
O 3.637 -2.166 -3.970  -0.47
O -1.060 2.270 4.431  -0.57
H 2.597 -3.235 0.715  0.18
H 0.004 3.390 -0.785  0.23
H 0.327 -3.691 2.215  0.37
H -4.672 2.033 1.131  -0.15
O -3.053 -1.189 1.115  1.33
H -3.821 2.554 5.064  0.34
H 3.851 -2.393 -6.092  0.38
C -1.138 -4.615 0.877  -0.48
C -4.147 0.259 -2.511  -0.49
H -2.463 0.783 -1.719  -0.28
H -4.282 2.414 -2.742  0.19
H -1.222 -0.943 -1.875  -0.26
H 2.783 3.099 2.345  -0.11
H 2.027 -0.988 -6.657  0.42
H -0.313 -5.112 0.357  0.34
C 3.596 -1.670 -5.306  -0.59
C -0.577 -3.454 1.655  0.54
C 5.087 0.425 -0.262  0.33
O 2.313 -3.914 0.093  -0.34
H -3.825 -0.577 -3.135  0.30
H 7.741 1.908 0.922  0.32
C 6.176 1.468 -0.224  -0.50
O -4.619 -3.660 0.823  -0.61
O -3.316 0.468 -1.388  0.10
O 5.135 -6.219 -0.286  -0.54
H -4.909 -0.317 0.944  -0.16
H -6.100 1.880 -1.103  0.15
H 4.159 -3.688 -0.906  0.26
H -0.409 -2.608 0.983  -0.44
H 1.179 2.766 2.954  0.06
C -0.930 1.063 1.108  0.05
H -2.120 -2.386 2.082  0.16
O 2.000 0.111 -4.929  -0.51
C 3.420 -4.442 -0.625  -0.43
O -4.032 1.615 5.055  -0.58
H 3.162 -6.315 0.368  0.27
C 2.195 -1.141 -5.591  -0.32
H 3.576 -0.146 -1.307  0.52
H 1.888 0.454 3.663  0.22
C 2.610 5.156 -0.230  -0.59
C 2.235 2.503 3.082  0.22
C -0.274 -1.474 -2.021  -0.78
H 4.342 -0.874 -5.392  0.32
H -3.390 -0.043 3.960  0.13
H 5.791 -5.540 -0.465  0.31
H 4.287 0.845 3.860  0.30
H 0.659 -0.666 0.532  0.15
H 1.618 0.704 -0.102  -0.02
H -4.857 1.628 -4.162  0.40
O -4.828 4.141 1.048  -0.60
H 1.867 -2.272 -1.154  0.08
O 7.203 1.146 0.714  -0.56
H -1.503 2.746 3.724  0.33
H -3.946 4.462 1.237  0.32
H -4.764 -1.473 2.227  0.41
H -0.256 -1.777 -3.067  0.44
H -2.911 -0.663 0.317  -0.55
O 0.698 3.954 -1.138  -0.58
H 5.631 -0.528 -0.368  0.19
H 2.905 5.664 0.689  0.34
H 3.036 -4.879 -1.549  0.25
H -1.104 0.175 4.162  0.08
H 1.011 4.260 0.827  -0.24
H -4.653 -2.285 -0.694  0.13
H -1.899 1.567 1.064  0.30
O 2.690 2.994 4.346  -0.62
H 2.811 3.321 -0.903  0.27
C 3.974 -5.603 0.217  -0.39
C 1.137 4.829 -0.097  0.23
H 4.131 -5.244 1.245  0.30
H -2.295 2.267 -3.454  0.30
O -2.824 1.659 -3.976  -0.56
H -1.136 0.123 1.629  0.10
C 0.719 0.098 -0.255  -0.64
O -0.455 0.884 -0.202  0.39
H 5.770 2.429 0.104  0.20
O -2.051 -4.092 -0.115  -0.68
H -5.170 0.056 -2.196  0.44
C 2.510 1.028 2.964  0.21
O 3.307 3.924 -0.334  -0.41
H 1.005 0.243 -2.323  0.44
H -0.278 1.663 1.752  -0.75
H 0.521 5.732 -0.055  0.36
H 2.466 -1.600 -2.490  -0.07
O -7.178 2.406 0.495  -0.61
H 2.909 5.801 -1.059  0.32
H -6.244 3.609 -0.943  0.39
H -0.301 -2.335 -1.351  0.10
H -1.819 -4.395 -0.994  0.27
H -3.309 1.444 3.130  -0.30
H 4.597 0.379 0.714  -0.08
O 4.201 0.608 -1.344  -0.47
H -6.129 -2.296 0.369  0.45
H 1.479 -1.922 -5.303  0.19
N 2.144 -1.371 -1.545  -0.12
C -6.093 2.684 -0.372  -0.46
C -4.489 -1.298 1.186  -0.10
H 2.450 0.029 -4.079  0.26
H 4.533 -2.480 -3.814  0.24
O -1.522 -2.945 2.623  -0.68
H 2.229 0.638 1.981  -0.11
C -5.047 -2.417 0.319  -0.59

Summary:
frontier orbital gap = 9.394 eV
SMILES = COC[C@H](C)N.OCCO.OCCO.OCCO.OCCO.OCCO.OCCO.OCCO.OCCO.OCCO.OCCO
E_LUMO = -0.0080 Ha
energy above the lowest of the compared OMol25 structures with the same formula, charge and spin = 19.22 kcal/mol
spin multiplicity = 1

---

Number 1: strongest force on any atom 0.0265 Eh/bohr. Number 2: strongest force on any atom 0.0356 Eh/bohr.